The following is a DFT calculation (wB97M-V/def2-TZVPD) of a cluster of 3 separate species, C19H40O12S3 in total at a distorted geometry.

Bonds (Å) are listed after each position.
Positions of all 74 atoms, in Å:
1 H 5.63371 3.29854 3.17331  C9 1.100
2 C -6.27926 -0.74117 -2.79571  O11 1.440, H23 1.091, H46 1.089, C47 1.516
3 S -5.53854 0.75507 -4.79189  O4 1.430, C7 1.763, O11 1.594, O18 1.431
4 O -6.26317 1.96323 -4.54838  S3 1.430
5 H -1.03464 3.08431 0.11599  C38 1.099
6 H 1.13698 2.37384 1.42280  C71 1.103
7 C -5.69381 0.33126 -6.49584  S3 1.763, H19 1.087, H45 1.088, H67 1.087
8 H 6.77265 1.21673 4.33217  C73 1.105
9 C 5.21167 2.41245 2.67707  H1 1.100, C52 1.545, H54 1.104, C55 1.536
10 H 7.25543 -1.16953 6.55686  C15 1.096
11 O -6.36899 -0.47454 -4.20842  C2 1.440, S3 1.594
12 H 6.72576 -2.71660 5.91336  C15 1.096
13 H 4.78011 3.00471 0.63316  C52 1.100
14 H -6.74480 1.22997 -2.03367  C47 1.090
15 C 6.69433 -1.63558 5.73865  H10 1.096, H12 1.096, H62 1.097, C66 1.521
16 C 0.10389 1.91839 -1.27747  H35 1.099, C38 1.545, H64 1.104, C69 1.532
17 H -8.15535 0.24030 -2.37410  C47 1.091
18 O -4.16946 0.61971 -4.39644  S3 1.431
19 H -6.74981 0.26190 -6.74514  C7 1.087
20 H -1.73863 -2.84403 -0.85939  C44 1.091
21 H -0.25156 -1.75932 0.85700  C30 1.087
22 H 3.68943 0.95456 0.69274  C48 1.097
23 H -5.23949 -0.71543 -2.46745  C2 1.091
24 O -4.28102 -2.91717 -0.98744  S70 1.432
25 H 3.68688 3.74095 1.89827  C52 1.098
26 H 8.08751 0.75785 3.23243  C73 1.101
27 H -1.52201 1.32685 0.12334  C38 1.096
28 C -2.32601 2.41455 -1.52818  H31 1.093, C38 1.556, H40 1.101, H74 1.099
29 H 1.97910 1.43000 -2.49885  C34 1.097
30 C -1.19384 -2.22427 1.13729  H21 1.087, H32 1.091, H41 1.091, C44 1.513
31 H -3.25650 2.76654 -1.07452  C28 1.093
32 H -1.95497 -1.44426 1.18872  C30 1.091
33 H -6.16296 -4.52721 0.57289  C68 1.088
34 C 2.39512 1.09928 -1.53898  H29 1.097, O43 1.418, H58 1.099, C69 1.585
35 H 0.36159 2.83667 -1.82252  C16 1.099
36 O 6.60341 -0.64732 3.46236  C66 1.367, C73 1.446
37 O -4.37800 -2.48063 1.46311  S70 1.430
38 C -1.19662 2.17844 -0.48482  H5 1.099, C16 1.545, H27 1.096, C28 1.556
39 H 7.09748 1.94803 1.61764  C55 1.098
40 H -1.97702 3.13347 -2.28576  C28 1.101
41 H -1.10296 -2.65303 2.13650  C30 1.091
42 O 2.82241 -1.61909 0.42998  S51 1.404
43 O 2.73158 -0.27751 -1.56531  C34 1.418, S51 1.643
44 C -1.56722 -3.28434 0.12372  H20 1.091, C30 1.513, O50 1.442, H53 1.089
45 H -5.22301 1.12268 -7.07564  C7 1.088
46 H -6.63606 -1.75951 -2.65156  C2 1.089
47 C -7.13593 0.21332 -1.98656  C2 1.516, H14 1.090, H17 1.091, H72 1.091
48 C 3.17182 1.72581 1.27722  H22 1.097, C52 1.562, H63 1.098, C71 1.540
49 H -4.90094 -5.51879 -0.20901  C68 1.087
50 O -2.71913 -4.04749 0.53764  C44 1.442, S70 1.591
51 S 1.85401 -1.06879 -0.42420  O42 1.404, O43 1.643, O57 1.616, O60 1.409
52 C 4.22477 2.84237 1.56909  C9 1.545, H13 1.100, H25 1.098, C48 1.562
53 H -0.75005 -3.99581 0.01940  C44 1.089
54 H 4.65988 1.88255 3.47255  C9 1.104
55 C 6.29978 1.44691 2.18257  C9 1.536, H39 1.098, H56 1.099, C73 1.539
56 H 5.87898 0.66832 1.53168  C55 1.099
57 O 0.99591 0.12794 0.24058  S51 1.616, C69 1.451
58 H 3.18888 1.83379 -1.34284  C34 1.099
59 O 8.46117 -1.58352 4.22471  C66 1.165
60 O 0.98802 -1.94859 -1.10240  S51 1.409
61 H 2.02507 3.30045 0.22872  C71 1.102
62 H 5.65280 -1.30143 5.81627  C15 1.097
63 H 2.93032 1.28981 2.25534  C48 1.098
64 H -0.11972 1.16707 -2.05449  C16 1.104
65 H -4.87087 -5.25534 1.56361  C68 1.087
66 C 7.34958 -1.28837 4.41121  C15 1.521, O36 1.367, O59 1.165
67 H -5.18866 -0.61541 -6.66955  C7 1.087
68 C -5.11559 -4.82179 0.59709  H33 1.088, H49 1.087, H65 1.087, S70 1.763
69 C 1.27364 1.37171 -0.45272  C16 1.532, C34 1.585, O57 1.451, C71 1.539
70 S -4.14711 -3.36725 0.36541  O24 1.432, O37 1.430, O50 1.591, C68 1.763
71 C 1.89197 2.28089 0.62440  H6 1.103, C48 1.540, H61 1.102, C69 1.539
72 H -7.15989 -0.09291 -0.93997  C47 1.091
73 C 6.99454 0.74082 3.35987  H8 1.105, H26 1.101, O36 1.446, C55 1.539
74 H -2.49658 1.48392 -2.08750  C28 1.099

**HOMO energy**: -10.34 eV
**Gap between HOMO and LUMO**: 0.3995 Ha
**SMILES**: CCC[C@]1(CCCCCCOC(C)=O)COS(=O)(=O)O1.CCOS(C)(=O)=O.CCOS(C)(=O)=O
**Total charge**: 0
**LUMO energy**: 0.53 eV
**Electronic energy**: -77425.3986 eV